<a>
Here is 12 unconnected molecules or ions with the total composition CH26O12 from OMol25. Energies are from ωB97M-V with the def2-TZVPD basis set.

```
! wB97M-V def2-TZVPD RIJCOSX def2/J DEFGRID3
* xyz 0 1
O 1.40544 0.51174 2.52579
H 0.66444 1.02774 2.73079
H 2.08744 1.10874 2.39179
H 1.27544 -0.00726 1.83579
C 0.29744 0.04774 -0.35121
O 1.32944 -0.69026 0.01679
H 0.60644 0.53174 -1.31421
H -0.27156 0.41074 0.60179
H -0.30956 -0.62026 -1.00321
O -1.09456 -2.69926 -3.34921
H -0.25356 -2.23426 -3.08421
H -1.32956 -2.62226 -4.33821
O -2.87656 1.04774 1.52079
H -3.62056 1.55874 1.59079
H -3.25356 0.19974 1.30179
O -0.46456 2.50174 2.61479
H -0.26156 3.39174 2.25379
H -1.32456 2.24074 2.27679
O -0.95456 -0.96726 2.93879
H -0.93256 -0.94026 3.87879
H -1.66556 -0.39226 2.58879
O -0.22356 -2.69126 0.98979
H -0.29456 -2.40126 1.86379
H 0.27844 -2.05526 0.47379
O -3.50956 -0.03526 -1.73921
H -3.67356 0.39674 -2.60321
H -2.53756 -0.27226 -1.74021
O 3.55544 0.69774 -0.44521
H 3.61844 1.64774 -0.43321
H 2.68344 0.49274 -0.43221
O 1.13344 -1.16526 -3.11621
H 1.02744 -0.15526 -3.27821
H 1.21944 -1.00126 -2.17721
O -0.16256 3.96674 -2.12221
H 0.41144 4.60274 -1.85921
H 0.23144 3.14274 -1.84121
O 2.78544 -2.94326 0.14379
H 2.16544 -3.63626 0.49079
H 2.23844 -1.99626 0.19779
*
```

The orbital gap comes out at 7.633 eV. The HOMO energy comes out at -8.548 eV. The LUMO energy is -0.9 eV.

How positive or negative is each atom? The Löwdin charges in e answer that: O 0.397; H 0.068; H 0.148; H 0.016; C -0.316; O -0.420; H 0.065; H 0.098; H 0.066; O -0.138; H -0.010; H 0.070; O 0.002; H 0.016; H 0.065; O -0.038; H 0.091; H 0.017; O -0.018; H 0.054; H 0.042; O -0.044; H -0.041; H -0.027; O -0.095; H 0.045; H 0.042; O 0.000; H 0.025; H -0.092; O -0.064; H 0.110; H -0.005; O -0.003; H -0.029; H 0.018; O -0.182; H 0.021; H 0.048

=====

<b>
Here is 12 unconnected molecules or ions with the total composition CH26O12 from OMol25. Energies are from ωB97M-V with the def2-TZVPD basis set.

```
! wB97M-V def2-TZVPD RIJCOSX def2/J DEFGRID3
* xyz 0 1
O 1.37798 -2.22696 -0.13253
H 1.13474 -1.48275 0.51134
H 1.83894 -2.83300 0.41611
H 0.32593 -2.50345 -0.22247
C -0.04094 0.74843 -0.29612
O 1.01516 0.38500 0.52012
H -0.03441 1.77110 -0.45538
H -1.02192 0.39530 0.15988
H 0.13841 0.27604 -1.29058
O 3.30075 -0.15783 1.76209
H 2.43689 0.16022 1.33342
H 3.33983 -0.41901 2.55524
O -1.10933 -2.72957 -0.65148
H -1.51267 -3.54763 -0.19055
H -1.86899 -2.16427 -0.75269
O 0.30210 -2.59005 2.40820
H 0.80200 -2.96553 2.95982
H 0.24833 -1.67766 2.42179
O 2.45272 0.65776 -2.63886
H 1.68731 0.76310 -1.99907
H 2.63753 1.55548 -3.03861
O -0.08680 0.13001 2.96533
H 0.29636 0.30994 2.16978
H 0.39304 0.72710 3.47872
O -2.18333 2.78529 0.85637
H -2.53303 2.69873 1.74774
H -1.48492 2.21844 0.93719
O -1.21530 -0.81295 -4.19360
H -0.99454 -0.43731 -3.25874
H -2.03740 -1.20848 -4.03156
O 1.96988 2.88148 1.24451
H 2.80484 3.03590 0.83933
H 1.69875 1.83950 1.04952
O -1.58647 2.14377 -2.49734
H -1.20856 2.93253 -2.93936
H -1.18981 2.17239 -1.68595
O -3.31730 -1.29290 -0.13268
H -3.53947 -1.12332 0.77534
H -3.23628 -0.41486 -0.70427
*
```

The orbital gap comes out at 9.292 eV. The HOMO energy comes out at -9.589 eV. The LUMO energy is -0.3 eV.

How positive or negative is each atom? The Löwdin charges in e answer that: O 0.183; H 0.098; H 0.113; H 0.121; C -0.258; O -0.414; H 0.040; H 0.097; H 0.069; O 0.002; H 0.018; H -0.102; O -0.030; H 0.143; H 0.003; O 0.087; H -0.062; H -0.027; O -0.094; H 0.013; H 0.064; O 0.013; H -0.075; H 0.038; O -0.005; H 0.052; H -0.066; O -0.067; H 0.059; H -0.015; O -0.137; H -0.007; H 0.055; O -0.019; H 0.077; H -0.074; O -0.079; H 0.048; H 0.138

=====

Most stable: <b> (next structure +0.0291 hartree)

=====

<a>
Here is 2 unconnected molecules or ions with the total composition C2H3BrF2 from OMol25. Energies are from ωB97M-V with the def2-TZVPD basis set.

```
! wB97M-V def2-TZVPD RIJCOSX def2/J DEFGRID3
* xyz 0 1
C -0.56241 0.72271 -0.70140
C 0.51661 -0.79089 0.61477
F -0.29389 -1.82778 0.74326
F 1.58648 -1.11821 -0.10629
Br -0.48674 2.35049 0.20782
H 0.01651 0.67619 -1.60502
H -1.54060 0.26777 -0.69444
H 0.76405 -0.28027 1.54131
*
```

The orbital gap comes out at 9.682 eV. The HOMO energy comes out at -8.950 eV. The LUMO energy is 0.7 eV.

How positive or negative is each atom? The Löwdin charges in e answer that: C -0.555; C -0.276; F 0.064; F 0.048; Br 0.601; H 0.002; H 0.001; H 0.115

=====

<b>
Here is C2H3BrF2 in the gas phase from OMol25. Energies are from ωB97M-V with the def2-TZVPD basis set.

```
! wB97M-V def2-TZVPD RIJCOSX def2/J DEFGRID3
* xyz 0 1
F 0.21193 -1.84692 0.51631
C -0.12948 -0.45984 0.81308
F 0.68961 -0.04930 1.72542
C 0.26561 0.52533 -0.68187
Br -1.30807 0.43580 -1.77443
H -1.20146 -0.41911 1.05385
H 0.31436 1.45919 -0.28854
H 1.15749 0.35486 -1.36382
*
```

The SMILES is FC(F)CBr. The orbital gap comes out at 11.168 eV. The HOMO energy comes out at -10.310 eV. The LUMO energy is 0.9 eV.

How positive or negative is each atom? The Löwdin charges in e answer that: F -0.054; C -0.323; F 0.091; C -0.507; Br 0.611; H 0.129; H -0.021; H 0.074

=====

Most stable: <b> (next structure +0.0456 hartree)

=====

<a>
Here is a molecular structure, C13H16NO from OMol25. Energies are from ωB97M-V with the def2-TZVPD basis set.

```
! wB97M-V def2-TZVPD RIJCOSX def2/J DEFGRID3
* xyz 1 1
C 4.09217 -0.01286 0.00871
C 3.44152 0.98808 -0.59301
C 3.27976 -1.02738 0.51041
C 2.05654 1.07678 -0.67696
C 1.87763 -0.88619 0.51718
C 1.22423 0.19135 -0.09787
C -0.84882 1.78316 -0.09029
C -2.29701 1.61873 -0.49500
C -2.32182 -0.29974 1.17777
C -0.77795 -0.01327 1.52821
C -2.50706 0.05524 -0.28162
C -0.19710 0.44131 0.23272
C -1.08643 -2.03752 -1.05203
N -1.36516 -0.54338 -0.98646
O -0.27582 2.77284 0.09664
H 5.22582 0.08399 0.21950
H 3.98778 1.71141 -1.12371
H 3.82473 -1.89786 0.82993
H 1.69217 2.00493 -0.98763
H 1.11000 -1.68472 0.79262
H -2.85080 2.28364 0.23508
H -2.52700 1.89010 -1.50664
H -2.61408 -1.30459 1.49993
H -3.07856 0.39380 1.72920
H -0.74996 0.85626 2.23302
H -0.24249 -0.94722 2.01937
H -3.49263 -0.18096 -0.55824
H 0.07017 -2.12176 -1.24058
H -1.62042 -2.44737 -0.15190
H -1.77884 -2.42273 -1.83060
H -1.25061 -0.32407 -1.95774
*
```

The orbital gap comes out at 8.997 eV. The HOMO energy comes out at -12.799 eV. The LUMO energy is -3.8 eV.

How positive or negative is each atom? The Löwdin charges in e answer that: C -0.061; C -0.065; C -0.037; C -0.010; C -0.028; C -0.198; C -0.386; C 0.011; C -0.103; C -0.060; C -0.287; C -0.094; C 0.016; N -0.018; O 0.202; H 0.161; H 0.107; H 0.109; H 0.103; H 0.119; H 0.165; H 0.127; H 0.111; H 0.158; H 0.158; H 0.159; H 0.139; H 0.139; H 0.103; H 0.105; H 0.153

=====

<b>
Here is a gas-phase ion, C13H16NO (charge +1) from OMol25. Energies are from ωB97M-V with the def2-TZVPD basis set.

```
! wB97M-V def2-TZVPD RIJCOSX def2/J DEFGRID3
* xyz 1 1
C 0.79170 2.66228 1.17120
C 0.64960 1.31531 1.26971
N 1.28698 0.37151 0.35725
C 1.68456 0.93364 -0.90392
C 2.50317 0.21087 1.24550
O 3.59071 0.32911 0.83413
C 0.47608 -0.79818 0.24136
C 0.95407 -1.98175 0.78032
C 0.24313 -3.12416 0.66197
C -1.07500 -3.11517 0.27433
C -1.56423 -1.94141 -0.30469
C -0.80089 -0.75990 -0.45742
C -1.49411 0.37163 -1.16539
C -1.49137 0.50465 -2.48641
C -2.46646 1.06642 -0.23414
H 1.43294 3.09605 0.48205
H 0.21207 3.41161 1.91001
H -0.00873 0.91020 2.14227
H 2.21792 0.16558 -1.56874
H 0.75285 1.49882 -1.33393
H 2.51385 1.65217 -0.68039
H 2.16832 0.05531 2.31883
H 1.82856 -2.06025 1.42108
H 0.66414 -4.01257 1.11188
H -1.66682 -3.99499 0.12412
H -2.50987 -1.78548 -0.77438
H -1.93440 1.37376 -2.84726
H -0.80164 0.17406 -3.21324
H -2.11690 2.12388 -0.29678
H -2.58021 0.41539 0.62252
H -3.46001 0.93157 -0.70185
*
```

The SMILES is C=C[N@@+](C)(C=O)c1ccccc1C(=C)C. The orbital gap comes out at 9.200 eV. The HOMO energy comes out at -13.035 eV. The LUMO energy is -3.8 eV.

How positive or negative is each atom? The Löwdin charges in e answer that: C 0.114; C -0.140; N -0.227; C 0.012; C -0.224; O 0.201; C -0.150; C -0.021; C -0.066; C -0.019; C 0.008; C -0.095; C -0.352; C 0.082; C -0.035; H 0.046; H 0.153; H 0.188; H 0.163; H 0.148; H 0.114; H 0.187; H 0.127; H 0.124; H 0.118; H 0.123; H 0.062; H 0.071; H 0.104; H 0.080; H 0.101

=====

Most stable: <a> (next structure +0.0744 hartree)

=====

<a>
Here is a molecular structure, C7H14N3O from OMol25. Energies are from ωB97M-V with the def2-TZVPD basis set.

```
! wB97M-V def2-TZVPD RIJCOSX def2/J DEFGRID3
* xyz 1 1
C -0.39600 1.62968 0.26732
C -2.00012 -0.03726 -0.16508
C 0.33340 -0.13514 0.46553
C 1.06770 -0.25926 1.80158
C 0.80210 -0.13676 -2.16428
C -1.02330 -2.20315 0.33466
C 1.34262 -0.32418 -0.64870
N -1.59337 1.37373 -0.17022
N -0.90087 -0.73589 0.20808
N 0.17992 2.77833 0.42315
O -3.08063 -0.35418 -0.53437
H 1.87391 -1.05264 1.82301
H 0.45044 -0.66457 2.60406
H 1.39526 0.75483 2.01965
H 0.71117 -1.19686 -2.56557
H 1.58036 0.41221 -2.71079
H -0.12002 0.36867 -2.05770
H -1.97873 -2.50869 0.34268
H -0.44902 -2.73429 -0.30504
H -0.68835 -2.36985 1.30611
H 2.25244 0.34643 -0.52949
H 1.64582 -1.40627 -0.56315
H -2.26544 2.01757 -0.52025
H 1.04108 2.78457 1.05602
H -0.18034 3.65300 0.28279
*
```

The orbital gap comes out at 10.532 eV. The HOMO energy comes out at -13.824 eV. The LUMO energy is -3.3 eV.

How positive or negative is each atom? The Löwdin charges in e answer that: C -0.133; C -0.449; C -0.320; C -0.005; C -0.034; C 0.072; C -0.170; N 0.207; N -0.032; N 0.234; O 0.175; H 0.122; H 0.091; H 0.076; H 0.101; H 0.079; H 0.032; H 0.074; H 0.075; H 0.086; H 0.137; H 0.130; H 0.172; H 0.177; H 0.102

=====

<b>
Here is a gas-phase ion, C7H14N3O (charge +1) from OMol25. Energies are from ωB97M-V with the def2-TZVPD basis set.

```
! wB97M-V def2-TZVPD RIJCOSX def2/J DEFGRID3
* xyz 1 1
C -2.17602 2.24204 -0.86097
C -1.72960 1.45678 0.42795
N -0.72944 0.35290 0.19365
C -1.04757 -0.81620 -0.28091
N -2.28641 -1.17855 -0.60292
O -0.10100 -1.76546 -0.41141
C 1.05260 -1.98599 0.48182
N 2.10267 -1.06084 0.51178
C 3.26840 -1.61571 -0.19680
C 1.77580 0.28858 0.56699
C 0.54610 0.84781 0.41588
H -3.22077 2.41363 -0.80187
H -1.59603 3.15622 -0.99640
H -1.81059 1.53071 -1.58176
H -2.53000 0.92652 0.89690
H -1.19985 2.01012 1.18710
H -2.77222 -0.43982 -1.12680
H -2.48481 -2.13084 -0.62472
H 1.25507 -2.97643 0.10658
H 0.65488 -2.12909 1.59667
H 3.08783 -1.96003 -1.14482
H 4.09505 -1.01749 -0.23283
H 3.78571 -2.43378 0.41596
H 2.67088 0.78949 0.77628
H 0.57806 1.81202 0.67346
*
```

The SMILES is CC[N+]1=C(N)OCN(C)C=C1. The orbital gap comes out at 9.060 eV. The HOMO energy comes out at -12.101 eV. The LUMO energy is -3.0 eV.

How positive or negative is each atom? The Löwdin charges in e answer that: C -0.010; C -0.120; N 0.004; C -0.363; N 0.254; O 0.059; C -0.132; N -0.143; C -0.020; C -0.008; C -0.036; H 0.073; H 0.089; H 0.068; H 0.115; H 0.115; H 0.143; H 0.118; H 0.138; H 0.194; H 0.070; H 0.059; H 0.133; H 0.124; H 0.077

=====

Most stable: <a> (next structure +0.0382 hartree)

=====

<a>
Here is 3 unconnected molecules or ions with the total composition C2H2FNO from OMol25. Energies are from ωB97M-V with the def2-TZVPD basis set.

```
! wB97M-V def2-TZVPD RIJCOSX def2/J DEFGRID3
* xyz 0 1
C 1.82577 -0.39909 0.75773
C -2.18898 -0.43970 -1.47758
N 1.38871 0.34555 0.01501
O -2.11227 -0.24477 -0.35566
F -0.89241 -1.11655 0.69003
H 2.27292 -1.07014 1.52406
H -2.05746 -0.83402 -2.45710
*
```

The orbital gap (alpha / beta) comes out at 8.177 / 9.286 eV. The HOMO energy (alpha / beta) comes out at -8.962 / -9.967 eV. The LUMO energy (alpha / beta) is -0.8 / -0.7 eV.

How positive or negative is each atom? The Löwdin charges in e answer that: C -0.125; C 0.182; N 0.034; O 0.137; F -0.428; H 0.076; H 0.125

=====

<b>
Here is a molecular structure, C2H2FNO from OMol25. Energies are from ωB97M-V with the def2-TZVPD basis set.

```
! wB97M-V def2-TZVPD RIJCOSX def2/J DEFGRID3
* xyz 0 1
C 1.06621 0.38722 0.01006
C 0.04283 -0.52678 -0.28552
N 0.70309 -0.33561 0.95782
O -1.62482 0.23949 -0.28045
F -1.85136 0.52038 0.96619
H 1.65938 1.07280 -0.52170
H 0.00466 -1.35750 -0.84640
*
```

The orbital gap comes out at 10.307 eV. The HOMO energy comes out at -9.807 eV. The LUMO energy is 0.5 eV.

How positive or negative is each atom? The Löwdin charges in e answer that: C -0.035; C -0.097; N 0.192; O -0.132; F -0.128; H 0.116; H 0.083

=====

Most stable: <a> (next structure +0.0602 hartree)